No. 1
8
Properties=species:S:1:pos:R:3:forces:R:3 method="wB97M-V/def2-TZVPD" gap_ha="0.299 / 0.299" relative_energy_kcal_mol=153.7 charge=0
C 1.68295 1.42847 0.10090 0.58 -0.31 0.18
C -0.37057 0.30542 0.06791 1.36 -2.38 0.76
N 2.80643 1.54967 0.26725 0.56 0.07 0.05
N 0.63086 -1.71889 0.67363 0.33 1.25 -0.23
N 0.36144 1.38558 -0.10085 -1.93 0.70 -0.45
Br -2.18395 0.37842 -0.18787 -0.30 0.67 -0.23
H -0.23647 -2.25850 0.64721 -0.60 0.04 -0.10
H -0.05509 2.27711 -0.38003 0.01 -0.03 0.01



No. 2
9
Properties=species:S:1:pos:R:3:forces:R:3 method="wB97M-V/def2-TZVPD" gap_ha="0.265 / 0.284" relative_energy_kcal_mol=47.9 charge=0
C -1.30475 -1.13599 -0.01615 -2.34 -0.19 -1.14
C -0.01588 0.87862 -0.16280 -2.27 2.89 0.32
N -0.29157 -1.76195 0.28206 1.25 0.62 0.49
N 0.86304 -1.05591 0.50191 1.79 -1.98 0.90
N 0.97323 0.09149 -0.00075 -1.26 -0.07 0.12
O -2.37579 -0.80152 -0.30423 0.08 -0.16 0.24
Br 3.06241 1.01029 -0.03413 0.50 0.04 -0.09
H 0.02618 1.77259 -0.76767 0.71 -0.17 -0.35
H -0.93687 1.00237 0.50175 1.53 -1.00 -0.48



No. 3
6
Properties=species:S:1:pos:R:3:forces:R:3 method="wB97M-V/def2-TZVPD" gap_ha="0.228 / 0.235" relative_energy_kcal_mol=64.6 spin_multiplicity=3 s2=2.01 charge=0
C 0.34936 -0.00480 -0.53542 -0.59 0.35 -0.72
C -0.64087 0.72559 -0.77634 3.94 -2.84 0.75
P 1.87029 -1.25237 -0.25729 -5.80 -0.87 1.21
Br 3.25128 0.34128 -0.01911 2.88 3.08 0.31
H 1.78049 -1.55416 1.20055 0.36 -0.24 -1.48
H -1.18362 1.57219 -1.06462 -0.80 0.51 -0.06



No. 4
8
Properties=species:S:1:pos:R:3:forces:R:3 method="wB97M-V/def2-TZVPD" gap_ha=0.436 relative_energy_kcal_mol=23.3 charge=0
F 2.16911 -0.96186 0.09231 -0.68 -0.11 -1.35
C 1.17048 -0.70346 -0.84717 -0.89 3.05 2.12
C -0.06386 -0.08555 0.05853 -0.18 0.62 0.89
F 0.09156 -0.27072 1.41324 0.45 -0.14 -1.61
Cl -1.77430 -0.77344 -0.21465 1.86 0.86 -0.45
Cl 0.05318 1.78490 -0.13254 -0.58 -1.74 -0.05
H 0.83143 -1.53485 -1.40053 -0.04 -1.28 -0.29
H 1.44178 0.16731 -1.51532 0.07 -1.26 0.73



No. 5
8
Properties=species:S:1:pos:R:3:forces:R:3 method="wB97M-V/def2-TZVPD" gap_ha=0.351 relative_energy_kcal_mol=50.6 charge=0
Cl -0.81902 1.02989 -1.59516 -0.33 0.15 0.02
C -0.22464 0.34450 -0.09220 4.26 0.92 -1.56
N 1.15173 1.01644 0.42146 -0.76 -1.29 0.46
N 2.20176 1.43932 -0.60600 0.28 1.82 0.38
C 1.75641 2.31773 0.18671 -1.47 -4.20 -1.67
Cl 1.79070 3.80301 0.84387 0.11 1.01 0.17
H -0.74572 0.57257 0.75181 -2.33 0.39 1.87
H -0.06677 -0.75213 -0.25115 0.24 1.21 0.33



No. 6
8
Properties=species:S:1:pos:R:3:forces:R:3 method="wB97M-V/def2-TZVPD" gap_ha=0.330 relative_energy_kcal_mol=83.3 charge=0
C 0.55563 0.20989 1.49618 -0.30 1.49 -1.30
C -0.97957 -0.31572 -2.09250 -3.06 -0.59 -1.31
O 1.29896 -0.37345 0.81197 1.47 -1.32 -1.89
O 0.22135 -0.20284 -1.90402 3.68 1.05 1.40
Cl -1.95184 -0.76500 -0.62848 0.13 -0.06 0.38
Cl -0.27033 1.61679 0.84176 -0.07 0.08 0.87
H 0.45302 -0.09879 2.47701 -1.07 0.10 2.47
H 0.67279 -0.07088 -1.00192 -0.78 -0.75 -0.62



No. 7
9
Properties=species:S:1:pos:R:3:forces:R:3 method="wB97M-V/def2-TZVPD" gap_ha="0.262 / 0.344" relative_energy_kcal_mol=3.8 spin_multiplicity=3 s2=2.01 charge=0
C 2.43998 0.98280 0.21143 1.85 3.19 -0.45
C 0.31743 0.13833 0.70408 -1.82 0.93 0.30
O 2.57304 1.94564 -0.45427 -0.40 -1.89 0.63
O -0.40080 1.18342 1.24881 0.92 -1.60 0.67
O -0.03027 0.01948 -0.59165 -1.76 0.74 0.55
Cl 3.62773 -0.31572 0.57189 0.38 -0.37 -0.31
Cl 0.60815 -1.21047 1.68329 -0.50 -0.44 0.36
H -0.39816 1.81894 0.54440 -0.27 0.90 -0.56
H 0.56881 -0.49168 -1.07314 1.61 -1.46 -1.20



No. 8
8
Properties=species:S:1:pos:R:3:forces:R:3 method="wB97M-V/def2-TZVPD" gap_ha=0.258 relative_energy_kcal_mol=96.6 charge=0
C -0.05839 -0.32030 0.45932 2.13 -1.74 -2.69
C 3.18812 0.00584 -0.27632 -0.27 1.64 0.18
O -0.47696 0.64970 -0.28498 -0.96 1.35 1.01
S 2.53907 0.87409 -1.46972 0.38 -0.53 0.21
Cl 3.51645 0.79408 1.28411 -0.12 -0.70 -0.62
Cl 3.68792 -1.59643 -0.34479 0.07 -0.38 0.08
H -0.26080 -0.35054 1.53109 -1.28 1.56 0.14
H -0.20095 0.72464 -1.25067 0.06 -1.20 1.68



No. 9
7
Properties=species:S:1:pos:R:3:forces:R:3 method="wB97M-V/def2-TZVPD" gap_ha=0.312 relative_energy_kcal_mol=13.2 charge=0
S 1.06617 -2.78563 -0.63844 -0.59 0.97 -0.30
C 0.99612 -1.44407 0.26278 -1.41 -0.48 -0.25
Cl 2.14198 -1.40393 1.56296 -0.09 0.97 0.20
C -0.15652 -0.25329 0.23831 3.56 -3.00 1.72
Cl -0.93315 -0.39039 1.82932 0.06 0.76 -0.03
H 0.45948 0.59062 0.00052 -0.47 1.09 0.35
H -0.89113 -0.52162 -0.43707 -1.06 -0.31 -1.68



No. 10
7
Properties=species:S:1:pos:R:3:forces:R:3 method="wB97M-V/def2-TZVPD" gap_ha=0.312 relative_energy_kcal_mol=59.6 charge=0
C 1.70448 -0.04586 -1.22168 -1.53 0.10 0.06
C 0.75038 0.58579 -0.79334 0.73 0.10 0.33
Si -0.45411 1.73087 0.11990 0.25 -0.07 -1.41
Cl -1.82090 -1.53187 2.80239 0.06 -0.14 -0.05
Cl -1.08832 2.71959 -1.69948 0.16 -0.34 0.89
H 2.31224 -0.73830 -1.75754 0.39 0.18 0.15
H -1.40376 -2.72021 2.54973 -0.05 0.16 0.03



No. 11
7
Properties=species:S:1:pos:R:3:forces:R:3 method="wB97M-V/def2-TZVPD" gap_ha="0.336 / 0.197" relative_energy_kcal_mol=134.0 charge=0
C -0.14873 -1.59254 0.76436 0.96 0.75 0.03
C -1.04037 -2.43152 0.85490 -1.80 -1.13 0.35
Si -0.17270 1.36930 -0.23569 -0.57 -0.16 0.10
Cl 1.70616 1.44440 0.63784 -0.37 0.12 -0.58
Cl -0.51819 0.01680 -1.73743 0.39 0.35 -0.30
H 0.87028 -1.47391 0.53468 0.83 0.44 -0.05
H -0.69645 2.66747 -0.81865 0.54 -0.37 0.45



No. 12
8
Properties=species:S:1:pos:R:3:forces:R:3 method="wB97M-V/def2-TZVPD" gap_ha=0.422 relative_energy_kcal_mol=23.9 charge=0
C -0.67330 0.36704 -0.10976 0.45 3.42 6.09
C 0.64207 -0.22728 0.08453 1.23 -2.59 1.10
H -0.56730 1.45815 0.33746 -0.03 -1.92 -1.79
H -0.95051 0.23523 -1.02530 -1.47 0.10 -5.70
F 0.98355 -0.13409 1.42197 0.06 -0.51 -1.55
Cl -2.02658 -0.21378 0.83316 -0.36 -0.90 0.67
Cl 0.81012 -1.99353 -0.58796 -0.92 0.72 1.42
Cl 1.78195 0.50825 -0.95410 1.03 1.68 -0.24



No. 13
9
Properties=species:S:1:pos:R:3:forces:R:3 method="wB97M-V/def2-TZVPD" gap_ha=0.396 relative_energy_kcal_mol=78.6 charge=0
C 0.27725 0.13109 -0.24135 0.36 -4.76 -1.08
C 1.75325 0.00497 0.03037 0.29 0.99 0.86
N -0.67668 -0.48316 0.51084 -1.86 -0.52 0.56
O -0.19393 -1.33815 -0.58562 0.41 2.89 0.43
Cl 2.43022 1.65396 0.04210 0.01 0.06 -0.11
Cl 2.02601 -0.71839 1.61785 -0.02 0.02 0.77
Cl 2.60305 -1.01801 -1.05745 0.44 -0.17 -1.29
H -0.21014 0.75763 -0.87556 0.00 2.40 -2.17
H -0.19820 -0.87603 1.26651 0.38 -0.92 2.04



No. 14
10
Properties=species:S:1:pos:R:3:forces:R:3 method="wB97M-V/def2-TZVPD" gap_ha="0.320 / 0.320" relative_energy_kcal_mol=147.5 charge=0
C 0.06346 0.67010 -0.03811 3.97 0.04 -0.87
C -1.37285 0.79895 -0.01441 -0.66 0.62 -0.94
N 1.21602 0.93123 0.01631 -2.75 -0.66 0.34
O 1.76362 -1.52149 -0.00743 2.08 2.40 1.59
O 0.68851 -1.65601 -0.85033 -2.23 -0.10 -1.03
Cl -2.19560 -0.69625 0.38939 0.13 0.55 0.36
Cl -1.45897 2.17273 1.12224 -1.01 -0.18 0.49
Cl -1.98354 1.39251 -1.61776 0.39 -0.39 0.61
H 1.84004 -0.38474 0.11159 0.14 -1.63 -0.71
H 1.43933 -1.70703 0.88852 -0.06 -0.64 0.16



No. 15
9
Properties=species:S:1:pos:R:3:forces:R:3 method="wB97M-V/def2-TZVPD" gap_ha="0.243 / 0.247" relative_energy_kcal_mol=54.3 spin_multiplicity=3 s2=2.01 charge=0
C 1.13726 2.26156 -0.15972 -4.78 3.26 1.17
C -1.06554 -1.25968 0.07859 -2.27 -0.64 0.22
N 1.67950 1.22748 -0.20379 3.35 -1.72 -0.86
S 2.22441 -0.16874 0.08607 0.70 -2.75 0.33
Cl -2.67446 -0.80414 0.84580 0.48 -0.45 -0.32
Cl -0.57463 -2.87983 0.56631 -0.08 0.18 -0.23
Cl -1.25196 -1.09516 -1.67773 0.59 0.09 0.78
H -0.46516 -0.57981 0.61605 1.21 0.83 -0.44
H 0.99057 3.29832 -0.15157 0.81 1.20 -0.65



No. 16
10
Properties=species:S:1:pos:R:3:forces:R:3 method="wB97M-V/def2-TZVPD" gap_ha="0.303 / 0.073" relative_energy_kcal_mol=11.2 spin_multiplicity=2 s2=0.76 charge=+1
C 0.03163 1.05054 -2.56202 0.74 0.56 -0.56
Cl -0.38446 2.76543 -2.91358 0.40 -0.79 -0.10
Cl 1.07337 0.25316 -3.81689 -0.46 0.81 0.74
Cl -1.40841 0.11892 -2.38190 -0.69 -0.44 0.28
H 0.57544 1.07492 -1.61769 0.03 -0.12 -0.36
C 0.01361 -1.13006 2.56418 0.39 -0.29 -2.23
Cl 0.52550 -0.06347 1.15282 -0.98 -1.36 1.99
Cl -1.51318 -0.82715 3.37668 0.32 0.70 0.23
Cl 1.13377 -1.04940 3.86832 0.06 0.58 0.87
H -0.04727 -2.19288 2.33009 0.18 0.35 -0.85



No. 17
8
Properties=species:S:1:pos:R:3:forces:R:3 method="wB97M-V/def2-TZVPD" gap_ha="0.390 / 0.262" relative_energy_kcal_mol=112.2 charge=0
C -0.19368 -1.98749 -0.15866 -0.49 0.49 1.94
C 0.19868 1.65780 0.12499 -2.49 1.85 1.15
F 0.62241 -2.44188 -1.09719 -0.08 -0.03 -0.22
F -1.08132 1.98286 0.60857 1.62 -1.17 -0.72
F 0.98599 1.68330 1.17701 0.35 -0.21 -0.60
Cl 0.51516 2.82055 -1.13704 0.51 -0.60 0.17
H 0.14548 -2.12066 0.91177 -0.38 0.12 -1.60
H -1.19272 -1.59448 -0.42945 0.96 -0.46 -0.12



No. 18
9
Properties=species:S:1:pos:R:3:forces:R:3 method="wB97M-V/def2-TZVPD" gap_ha=0.312 relative_energy_kcal_mol=2.8 charge=0
F 1.90937 -0.03956 -1.06971 0.49 -0.01 -0.24
C 0.68083 -0.56655 -0.74558 -0.18 0.07 1.40
C -0.32015 0.61559 -0.78347 0.94 -3.15 0.75
N -0.92907 0.96140 0.24945 -1.26 0.17 2.38
N -0.49608 0.34377 1.35464 0.63 -0.62 1.74
Cl -1.53315 0.00450 2.78516 0.58 0.49 -1.90
S 0.59685 -1.01703 1.03231 -0.62 0.38 -0.53
H 0.58345 -1.54156 -1.27149 -0.36 1.14 -0.34
H -0.49206 1.23945 -1.55132 -0.22 1.52 -3.26



No. 19
7
Properties=species:S:1:pos:R:3:forces:R:3 method="wB97M-V/def2-TZVPD" gap_ha="0.236 / 0.281" relative_energy_kcal_mol=64.7 spin_multiplicity=3 s2=2.01 charge=0
C 1.27977 0.53214 -0.84672 -1.59 0.16 -5.26
C -1.84251 -1.28298 0.87982 -2.40 0.28 -2.09
O 1.58703 0.40193 0.30052 1.76 -0.60 6.63
F -2.60596 -0.21696 0.46096 1.18 -1.19 0.74
Cl -0.77391 -0.75779 1.98515 1.19 0.88 1.36
H 1.97559 0.35388 -1.61154 1.29 -0.30 -1.17
H 0.37999 0.96979 -1.16819 -1.43 0.77 -0.21



No. 20
6
Properties=species:S:1:pos:R:3:forces:R:3 method="wB97M-V/def2-TZVPD" gap_ha=0.386 relative_energy_kcal_mol=36.4 charge=0
C -1.28248 0.88947 -0.01203 -0.67 -0.62 0.90
C -1.26251 -0.31444 0.01566 0.47 -1.28 -0.72
Cl -1.11702 -1.97087 -0.18014 -0.04 1.08 0.15
H -1.68988 1.75626 0.43794 0.28 0.80 -0.33
I 3.42573 0.10323 -0.24324 -0.27 -0.11 0.04
H 1.92616 -0.46365 -0.01819 0.24 0.12 -0.04



Number 1: E_tot -76611.85162 eV. Number 2: E_tot -78661.23973 eV. Number 3: E_tot -81430.70265 eV. Number 4: E_tot -32585.21569 eV. Number 5: E_tot -30127.28875 eV. Number 6: E_tot -31243.39543 eV. Number 7: E_tot -33289.39991 eV. Number 8: E_tot -40029.57915 eV. Number 9: E_tot -37985.32285 eV. Number 10: E_tot -35027.21422 eV. Number 11: E_tot -35023.98569 eV. Number 12: E_tot -42390.23973 eV. Number 13: E_tot -43207.55212 eV. Number 14: E_tot -45252.40560 eV. Number 15: E_tot -51993.30154 eV. Number 16: E_tot -77228.98210 eV. Number 17: E_tot -22776.85113 eV. Number 18: E_tot -31158.26317 eV. Number 19: E_tot -19386.40947 eV. Number 20: E_tot -22726.67312 eV.